The following is a DFT calculation (the ωB97M-V functional and the def2-TZVPD basis) of a 8-piece molecular cluster, C60H96N6O5 overall in a non-equilibrium geometry.

Positions of all 167 atoms, in Å:
C  6.24095  1.46495  -5.49762
C  5.73989  1.01705  -4.05245
N  5.25984  -0.38156  -4.19420
C  6.50204  -1.19121  -4.35078
C  6.28406  -2.61826  -4.91181
C  4.57487  -0.93535  -3.04359
C  3.36877  -0.15141  -2.46890
H  6.98284  2.25853  -5.40856
H  5.48700  1.72173  -6.24174
H  6.74398  0.71211  -6.10450
H  6.55321  1.00745  -3.32684
H  5.12430  1.81951  -3.64599
H  7.01384  -0.84265  -5.24781
H  7.30996  -1.05928  -3.63109
H  5.70833  -3.07634  -4.10757
H  5.70460  -2.49716  -5.82704
H  7.10364  -3.27451  -5.20460
H  5.25722  -1.11741  -2.21332
H  4.18285  -1.93529  -3.22948
H  3.48203  0.92705  -2.35848
H  3.03626  -0.59587  -1.53082
H  2.64352  -0.09696  -3.28078
C  0.15350  6.90455  -3.43882
C  -0.42286  5.89390  -2.39800
N  0.07951  4.52154  -2.69785
C  1.47661  4.56099  -2.17691
C  2.35697  3.39875  -2.71080
C  -0.66938  3.35964  -2.05264
C  -1.96298  2.85794  -2.81793
H  1.24075  6.93545  -3.50976
H  -0.02819  7.96985  -3.29661
H  -0.30026  6.79523  -4.42384
H  -0.13715  6.12369  -1.37152
H  -1.51192  5.88752  -2.44275
H  2.00486  5.47145  -2.45999
H  1.49306  4.60274  -1.08784
H  2.22050  2.44695  -2.19743
H  2.49590  3.28302  -3.78570
H  3.32784  3.65306  -2.28554
H  -0.99022  3.72579  -1.07740
H  -0.03707  2.47473  -1.98046
H  -1.56942  2.38929  -3.71992
H  -2.50960  3.73145  -3.17329
H  -2.49987  2.07426  -2.28343
C  -4.19876  -8.76050  1.74284
C  -4.64004  -7.63568  0.82040
N  -4.28100  -6.31146  1.40092
C  -2.80593  -6.06299  1.50912
C  -2.11292  -6.19504  0.14330
C  -4.98358  -5.37984  0.55844
C  -4.78491  -3.90890  1.00679
H  -4.45400  -8.53830  2.77897
H  -3.11850  -8.87743  1.65642
H  -4.55234  -9.70671  1.33325
H  -4.32705  -7.90431  -0.18855
H  -5.70876  -7.71676  0.62197
H  -2.56068  -5.15261  2.05608
H  -2.42837  -6.77851  2.23959
H  -2.53822  -5.46614  -0.54657
H  -1.04128  -6.01433  0.22721
H  -2.16684  -7.14480  -0.38882
H  -6.05838  -5.50436  0.42655
H  -4.63813  -5.44207  -0.47350
H  -5.61230  -3.29850  0.64495
H  -3.86760  -3.33340  0.88254
H  -5.09135  -3.81259  2.04838
C  -0.77442  1.87852  2.05576
C  -1.99409  1.34285  2.81801
N  -2.25894  -0.05759  2.65623
C  -1.37432  -1.07011  3.39388
C  -1.18159  -0.90689  4.83867
C  -3.72830  -0.29592  3.06143
C  -4.61966  0.00276  1.87216
H  0.04323  1.27055  2.44295
H  -0.53327  2.92880  2.21965
H  -0.83481  1.69043  0.98381
H  -1.88687  1.61519  3.86798
H  -2.81067  1.86861  2.32316
H  -0.32760  -1.02507  3.09315
H  -1.77118  -2.01190  3.01487
H  -2.13568  -0.54762  5.22431
H  -0.35278  -0.23624  5.06540
H  -1.02190  -1.80834  5.43027
H  -3.76947  -1.32153  3.42820
H  -4.05106  0.28608  3.92468
H  -4.65847  1.07696  1.69139
H  -4.17570  -0.55660  1.04868
H  -5.65318  -0.33787  1.93457
C  -4.43072  0.84335  -3.44479
C  -5.67651  0.32808  -4.16178
N  -6.34138  1.33017  -4.99298
C  -6.88621  2.50023  -4.36872
C  -7.15830  3.64697  -5.30970
C  -7.30428  0.72133  -5.92132
C  -8.56057  0.02487  -5.22051
H  -4.61106  1.39057  -2.51952
H  -3.77117  1.41379  -4.09878
H  -3.87751  -0.07157  -3.23273
H  -5.47789  -0.58397  -4.72465
H  -6.42711  0.00654  -3.43977
H  -7.80079  2.19948  -3.85765
H  -6.08536  2.89389  -3.74280
H  -7.73484  4.25719  -4.61449
H  -6.26086  4.13560  -5.68909
H  -7.86699  3.37824  -6.09305
H  -6.77375  -0.11996  -6.36726
H  -7.65925  1.32244  -6.75844
H  -9.38563  0.73540  -5.17051
H  -8.58298  -0.44108  -4.23537
H  -9.03252  -0.65226  -5.93245
O  -1.38267  -0.67126  -2.09010
C  -1.05776  -0.86079  -0.96920
N  -1.90050  -1.10651  -0.06000
C  0.37792  -0.61499  -0.52345
H  -2.78631  -1.18423  -0.53896
H  -1.73186  -0.73693  0.86470
H  0.92828  -1.24411  -1.22303
H  0.52765  -1.02147  0.47677
H  0.77949  0.39757  -0.56312
C  4.24290  -4.05010  6.50633
C  2.95400  -4.37989  6.82989
C  2.05464  -4.54996  5.76419
C  2.37004  -4.22353  4.43240
C  3.66277  -3.78256  4.17098
C  4.62278  -3.73156  5.26031
C  4.11608  -3.52272  2.77694
O  5.25505  -3.12027  2.48736
C  3.12246  -3.72729  1.69048
C  3.42383  -3.33519  0.33109
C  2.43250  -3.47325  -0.66347
C  1.22026  -4.04232  -0.34850
C  0.96438  -4.45591  0.99376
C  1.85583  -4.21000  1.94161
C  1.35702  -4.48943  3.33578
O  0.18633  -4.82629  3.62736
H  4.87398  -3.86403  7.36279
H  2.73602  -4.54316  7.87499
H  1.04203  -4.85678  5.98070
H  5.63986  -3.42449  5.06625
H  4.35854  -2.80259  0.23592
H  2.62944  -3.20609  -1.69120
H  0.52448  -4.04234  -1.17451
H  -0.00778  -4.81508  1.29758
C  5.09740  8.14833  5.68025
C  5.83568  7.20010  6.40513
C  5.76246  5.86780  6.04570
C  5.00626  5.39061  4.93994
C  4.19171  6.37725  4.34282
C  4.20511  7.70310  4.74036
C  3.23900  5.90120  3.28571
O  2.42502  6.68381  2.80774
C  3.27711  4.43620  2.88465
C  2.32302  3.87520  1.96809
C  2.32627  2.52163  1.61501
C  3.39117  1.72889  2.12694
C  4.21947  2.24547  3.06066
C  4.19564  3.58387  3.44889
C  5.10384  4.00446  4.50027
O  5.90959  3.22160  5.07520
H  5.09957  9.18543  5.98164
H  6.52882  7.55219  7.15479
H  6.35749  5.20288  6.65416
H  3.54431  8.44289  4.31321
H  1.59217  4.59802  1.63676
H  1.67184  2.15011  0.84035
H  3.51236  0.70859  1.79424
H  4.82653  1.47196  3.50739

Cartesian forces, eV/Å:
0.27 -0.03 0.47
0.95 -0.22 -1.95
0.73 -0.45 0.62
1.10 -0.16 -3.46
-1.40 0.28 1.43
-0.87 0.50 1.61
0.50 0.52 -1.55
-0.24 0.31 -0.01
-0.63 0.58 0.73
0.25 -0.37 0.71
0.65 0.09 -0.09
-1.00 -0.63 -0.27
0.01 0.91 0.23
-0.55 -0.24 1.03
-0.24 -1.00 -0.58
-0.42 -0.12 0.23
0.53 0.58 0.56
0.58 0.20 0.34
0.05 -0.02 -0.62
0.90 -0.11 0.61
-0.24 0.01 -0.32
-0.77 -0.73 0.30
-0.33 0.48 0.06
-0.07 -0.51 -0.97
0.77 -0.18 0.42
-0.15 -1.49 -1.52
0.72 0.59 1.66
-1.07 1.14 -0.69
2.35 0.87 -0.46
-0.05 -0.67 -0.17
-0.57 0.05 0.99
0.26 -0.74 -0.07
0.00 0.45 0.25
-0.05 0.10 -0.08
-0.47 0.05 -0.30
-0.07 -0.39 0.46
-0.78 -0.11 -0.40
-0.52 0.14 0.08
0.55 0.12 -0.29
0.13 -0.30 0.58
0.34 0.38 0.21
-0.15 -0.14 -0.16
-0.60 -0.23 0.38
-0.06 0.55 0.21
0.56 0.02 -0.76
0.16 -0.68 1.11
-0.75 -0.94 -0.74
-0.70 -1.40 -0.43
0.48 0.56 0.09
1.17 2.76 -0.57
-1.61 0.27 0.81
-0.19 -0.39 -0.09
0.21 0.18 0.30
-0.48 -0.10 0.51
1.02 0.64 -0.39
-0.36 0.54 0.83
-0.47 0.52 -0.59
0.01 -0.47 -0.28
0.21 0.19 -0.03
-0.09 0.16 -0.02
-0.41 -0.28 0.52
-0.03 -0.64 0.84
0.24 -0.09 -0.47
0.13 0.11 -0.97
0.24 -0.60 -0.31
0.61 -0.43 0.58
0.42 -1.36 0.54
0.48 1.42 -0.88
-0.77 -1.48 1.31
0.34 0.59 -2.25
-1.37 0.16 2.05
1.20 -0.21 -0.09
0.14 -0.53 -0.16
0.57 0.24 -0.22
-0.29 -0.07 0.20
-0.18 0.02 -0.07
-0.30 0.29 0.22
-0.47 0.04 0.69
-0.09 0.13 -1.41
0.09 -0.23 0.54
0.13 0.51 0.59
-0.29 0.24 0.10
0.25 -0.34 -0.47
-0.25 -0.21 -0.45
0.35 0.43 0.16
0.15 -0.10 -0.32
-0.21 0.44 -0.33
0.02 -0.07 0.48
0.03 -0.99 -0.52
-1.04 1.13 0.48
0.12 -0.37 -2.52
1.40 -0.60 -0.24
-1.15 -0.18 0.54
0.05 -2.28 1.65
-1.13 1.22 -1.22
-0.15 -0.02 -0.13
-0.29 0.14 -0.08
0.33 0.16 0.53
0.25 0.33 -0.43
0.02 -0.32 0.73
-0.19 0.43 0.71
-0.41 -0.22 0.83
0.15 1.00 -0.44
-0.19 -0.08 0.02
0.25 0.06 -0.24
0.17 0.09 -0.28
0.14 0.40 0.41
0.02 0.56 0.33
0.95 -0.05 -0.12
0.46 -0.55 -0.06
-0.66 -0.10 -4.41
4.61 2.76 -0.05
-2.86 -1.76 2.60
0.22 -1.24 0.03
-0.72 0.15 1.02
-0.84 -0.16 0.64
0.40 0.24 0.13
0.19 0.05 0.13
-0.50 0.07 -0.28
0.23 0.82 2.06
-1.14 -0.70 -1.55
-0.46 0.45 0.90
-0.03 -0.71 0.65
1.68 -0.41 1.01
-0.64 0.40 -3.15
1.66 1.06 -0.83
-1.79 -0.74 0.88
0.71 0.98 -2.23
-0.97 -0.21 2.06
1.39 -0.26 0.90
-0.06 -0.26 0.98
-2.17 0.71 -3.96
0.32 -0.78 2.86
-1.35 0.11 1.59
2.92 0.71 -1.10
0.63 -0.24 -0.18
-0.51 -0.15 -0.12
-0.12 -0.12 -0.11
-0.03 0.06 -0.26
0.18 -0.24 -0.55
0.09 0.29 0.00
-0.56 -0.54 0.31
0.03 -0.05 -0.10
-0.01 -0.66 1.18
-0.20 0.57 -1.10
0.40 -0.60 -0.06
0.47 2.82 1.61
-0.15 -1.86 -0.64
-0.06 0.57 -0.38
-0.97 0.76 -0.49
0.64 -1.00 0.18
-1.09 -0.16 -0.78
0.50 0.55 0.94
1.75 1.05 0.02
-2.15 0.49 -1.27
0.58 -0.89 0.52
0.18 -1.08 -0.13
2.21 -1.78 2.22
-2.04 1.82 -1.65
0.15 0.11 -0.13
-0.08 -0.25 0.27
0.00 -0.44 -0.30
-0.18 -0.31 -0.40
-0.24 -0.19 -0.39
-0.21 -0.03 0.17
-0.10 -0.15 0.10
0.75 0.67 0.39

## Properties
**Total charge**: 0
**SMILES**: O=C1c2ccccc2C(=O)c2ccccc21.O=C1c2ccccc2C(=O)c2ccccc21.CCN(CC)CC.CCN(CC)CC.CCN(CC)CC.CCN(CC)CC.CCN(CC)CC.CC(N)=O
**DFT total energy**: -3048.3325 a.u.
**Molecular weight**: 981.47 g mol⁻¹
**Largest force on an atom**: 5.37 eV/Å
**Orbital gap**: 6.4 eV
**HOMO**: -7.813 eV
**Lowest unoccupied orbital energy**: -1.379 eV
**2S+1**: 1